Entry 1
{"formula": "C4H5N2O3", "method": "ωB97M-V/def2-TZVPD", "homo_ev": -3.369, "total_charge": -1, "smiles": "CC(=C=O)N/C([O-])=N/O", "elements": ["O", "C", "H", "C", "C", "N", "N", "H", "C", "O", "H", "H", "H", "O"], "coordinates": [[-1.762, 1.981, 0.615], [0.447, -1.559, 0.579], [2.210, -0.235, -1.720], [-1.378, 0.873, 0.212], [0.864, -0.357, 0.136], [0.041, 0.783, 0.345], [-1.870, -0.182, -0.299], [2.524, 0.679, -0.096], [2.184, -0.249, -0.601], [-3.418, -0.124, -0.386], [2.853, -1.042, -0.253], [0.547, 1.654, 0.425], [-3.673, 0.542, 0.227], [0.430, -2.764, 0.815]], "nbo_charge": [-0.799, 0.676, 0.209, 0.643, -0.124, -0.662, -0.385, 0.203, -0.605, -0.656, 0.210, 0.378, 0.446, -0.536]}

***

Entry 2
{"formula": "C4H5N2O3", "method": "ωB97M-V/def2-TZVPD", "homo_ev": [-3.640, -3.641], "total_charge": -1, "elements": ["H", "H", "H", "H", "O", "H", "C", "N", "O", "C", "O", "N", "C", "C"], "coordinates": [[-1.151, -0.851, 1.672], [1.889, 0.702, -1.679], [-1.471, 1.224, -0.726], [-2.377, -0.623, 0.534], [0.921, 0.849, -1.799], [-0.771, 1.570, 0.784], [-1.344, -0.593, 0.673], [-0.894, -1.783, -0.006], [1.226, -0.219, 1.566], [0.489, 0.355, -0.580], [2.720, 0.178, -0.047], [0.036, -1.690, -0.813], [1.573, 0.169, 0.420], [-0.847, 0.711, 0.002]], "nbo_charge": [0.242, 0.505, 0.210, 0.181, -0.718, 0.236, -0.272, -0.175, -0.768, 0.292, -0.762, -0.139, 0.662, -0.494]}

***

It is entry 2 that is most stable; the runner-up trails by 1.429 eV.

***

Entry 1
{"formula": "H2NO2S", "method": "ωB97M-V/def2-TZVPD", "homo_ev": -3.282, "total_charge": -1, "elements": ["N", "S", "O", "O", "H", "H"], "coordinates": [[0.177, 2.510, 1.880], [0.089, -1.135, 0.156], [-0.730, 2.000, 1.201], [-0.127, 3.611, 2.507], [-0.286, -0.242, 1.182], [-0.238, -0.176, -0.734]], "nbo_charge": [0.221, -0.408, -0.586, -0.613, 0.226, 0.160]}

***

Entry 2
{"formula": "H2NO2S", "method": "ωB97M-V/def2-TZVPD", "homo_ev": -4.242, "total_charge": -1, "elements": ["N", "H", "O", "O", "H", "S"], "coordinates": [[-1.273, 0.659, 1.539], [-0.170, 0.117, 0.325], [0.573, 0.113, -0.474], [-2.029, 3.142, 1.563], [0.772, 0.960, -0.308], [-2.094, 1.689, 2.142]], "nbo_charge": [-1.093, 0.508, -1.021, -1.034, 0.442, 1.198]}

***

It is entry 2 that is most stable; the runner-up trails by 1.430 eV.

***

Entry 1
{"formula": "C4H10NS", "method": "ωB97M-V/def2-TZVPD", "homo_ev": -2.522, "total_charge": -1, "elements": ["H", "H", "H", "H", "S", "H", "H", "C", "C", "H", "H", "N", "H", "C", "C", "H"], "coordinates": [[1.224, -1.685, -2.358], [-4.202, 1.786, 1.840], [-1.651, 0.489, 0.538], [2.745, -1.935, -0.601], [0.848, 1.307, -0.451], [2.799, 0.397, -1.530], [-3.176, -0.434, 1.241], [2.283, 0.212, -0.562], [-3.149, 1.637, 1.592], [0.150, -0.836, -1.428], [3.034, 0.388, 0.212], [0.835, -1.607, -1.430], [-2.443, 2.472, 1.763], [1.866, -1.261, -0.467], [-2.637, 0.504, 1.083], [1.476, -1.433, 0.558]], "nbo_charge": [0.331, 0.175, 0.259, 0.153, -0.714, 0.162, 0.170, -0.540, -0.436, 0.387, 0.170, -0.880, 0.199, -0.222, -0.384, 0.171]}

***

Entry 2
{"formula": "C4H10NS", "method": "ωB97M-V/def2-TZVPD", "homo_ev": -2.129, "total_charge": -1, "smiles": "CNCCC[S-]", "elements": ["C", "H", "C", "H", "H", "C", "H", "H", "H", "N", "H", "H", "S", "H", "H", "C"], "coordinates": [[-0.064, 0.141, -1.667], [-0.102, -0.129, 2.478], [0.388, -0.901, 0.725], [1.587, -0.652, 0.805], [0.967, 0.863, -1.850], [-0.013, -1.123, -0.757], [0.226, -1.949, 1.177], [0.844, 1.690, 0.791], [0.757, -1.844, -1.146], [-0.441, -0.032, 1.539], [-1.003, 1.634, 0.372], [-1.032, -1.513, -0.631], [-0.415, -0.500, -3.404], [-0.466, 2.110, 1.937], [-1.034, 0.793, -1.442], [-0.199, 1.413, 1.074]], "nbo_charge": [-0.550, 0.338, -0.202, 0.123, 0.190, -0.443, 0.174, 0.187, 0.213, -0.630, 0.216, 0.207, -0.745, 0.168, 0.187, -0.435]}

***

Entry 3
{"formula": "C4H10NS", "method": "ωB97M-V/def2-TZVPD", "homo_ev": -2.150, "total_charge": -1, "smiles": "CNCCC[S-]", "elements": ["H", "H", "C", "H", "C", "H", "H", "H", "S", "H", "H", "N", "C", "H", "H", "C"], "coordinates": [[-2.214, 1.152, 0.187], [1.441, -1.569, -0.843], [0.703, -1.270, -0.236], [-2.584, 2.763, -0.194], [-2.117, 1.772, -0.619], [-0.252, -1.810, -0.471], [-2.617, 1.457, -1.465], [-0.545, 2.715, -0.177], [0.911, -2.047, 1.504], [1.372, 0.509, 0.600], [-0.236, 0.312, -1.942], [-0.733, 2.124, -1.060], [0.247, 1.038, -1.179], [1.117, 1.370, -1.471], [-0.435, 0.310, 0.689], [0.417, 0.240, 0.108]], "nbo_charge": [0.176, 0.175, -0.496, 0.166, -0.400, 0.187, 0.180, 0.328, -0.793, 0.207, 0.160, -0.625, -0.207, 0.177, 0.201, -0.438]}

***

It is entry 1 that is most stable; the runner-up trails by 0.818 eV.

***

Entry 1
{"formula": "CH2F2N2O", "method": "ωB97M-V/def2-TZVPD", "homo_ev": -10.961, "smiles": "NC(=O)N(F)F", "elements": ["N", "C", "F", "H", "N", "O", "F", "H"], "coordinates": [[2.339, 0.337, -0.510], [1.322, -0.750, -0.081], [3.557, -0.160, 0.016], [-0.518, -0.724, 0.614], [0.052, -0.254, 0.023], [1.613, -1.849, 0.209], [2.229, 1.510, 0.272], [-0.238, 0.636, -0.221]], "nbo_charge": [0.251, 0.737, -0.222, 0.399, -0.816, -0.517, -0.233, 0.400]}

***

Entry 2
{"formula": "CH2F2N2O", "method": "ωB97M-V/def2-TZVPD", "homo_ev": [-11.693, -10.774], "elements": ["H", "N", "F", "F", "O", "C", "N", "H"], "coordinates": [[-0.172, -0.729, 3.058], [-0.106, -0.272, 0.203], [1.586, 2.129, -3.127], [-1.285, -2.114, 2.857], [0.205, 0.225, -2.050], [-0.113, 0.069, -0.931], [-1.172, -0.802, 2.652], [1.057, 1.494, -2.662]], "nbo_charge": [0.272, -0.234, -0.584, -0.225, -0.413, 0.657, -0.026, 0.553]}

***

It is entry 1 that is most stable; the runner-up trails by 2.355 eV.

***

Entry 1
{"formula": "C22H30N4O2", "method": "ωB97M-V/def2-TZVPD", "homo_ev": -8.054, "smiles": "CCCN(CCC)CCCNC(=O)c1cc2c(=O)[nH]c3ccccc3c2n1C", "elements": ["H", "H", "C", "H", "H", "H", "H", "H", "C", "C", "C", "H", "H", "H", "C", "H", "H", "C", "H", "C", "H", "N", "C", "H", "C", "C", "N", "H", "C", "H", "C", "H", "H", "C", "C", "C", "O", "H", "N", "H", "C", "O", "H", "C", "H", "H", "H", "H", "C", "H", "H", "C", "N", "H", "H", "C", "C", "C"], "coordinates": [[1.913, -3.881, -3.466], [1.537, -3.680, 2.209], [2.178, -2.993, 0.260], [4.145, -1.856, -2.950], [0.182, 0.965, -4.012], [-1.512, -0.874, 0.164], [4.599, -3.486, -4.879], [1.342, -3.427, -0.293], [-0.327, 1.811, 3.741], [1.746, -2.731, 1.704], [-1.531, -0.100, 0.905], [2.668, 0.294, -2.134], [2.529, -2.201, 2.252], [-5.141, 2.487, -0.124], [2.595, -1.701, -0.456], [-3.518, 5.465, 4.517], [2.315, -2.533, -4.524], [-4.953, 4.178, 1.753], [-0.112, -0.942, -2.427], [-4.093, 3.103, 1.524], [-5.420, 5.854, 2.987], [0.568, -1.898, 1.751], [-2.493, 0.918, 0.963], [-2.004, 3.611, 4.151], [-4.748, 5.026, 2.818], [0.590, -0.631, 2.228], [-4.340, 2.273, 0.458], [-0.932, 1.731, 4.647], [-2.816, 3.754, 3.462], [2.992, -3.718, 0.263], [0.536, -0.103, -2.166], [3.656, -1.481, -0.256], [2.089, -0.591, -3.554], [2.732, -3.252, -3.818], [-2.168, 1.749, 2.046], [-0.638, 0.132, 1.932], [1.549, -0.185, 2.842], [3.341, -4.617, -5.377], [-1.031, 1.265, 2.610], [-0.224, -2.202, 1.208], [3.778, -4.105, -4.524], [-3.951, 0.491, -0.873], [0.420, 0.092, -1.099], [1.981, -0.501, -2.472], [0.597, 1.251, 3.876], [0.739, 1.985, -2.684], [-0.073, 2.856, 3.557], [2.011, -0.876, -0.048], [-3.678, 4.808, 3.676], [-5.786, 4.333, 1.083], [3.762, -3.263, -1.945], [3.328, -2.519, -2.615], [2.311, -1.787, -1.878], [4.184, -4.853, -3.845], [-0.923, 1.387, -2.703], [0.108, 1.136, -2.940], [-2.990, 2.879, 2.383], [-3.620, 1.153, 0.092]], "nbo_charge": [0.202, 0.198, -0.414, 0.166, 0.199, 0.236, 0.201, 0.207, -0.431, -0.227, -0.216, 0.166, 0.233, 0.413, -0.219, 0.216, 0.194, -0.247, 0.204, 0.186, 0.218, -0.598, -0.216, 0.213, -0.183, 0.652, -0.572, 0.200, -0.188, 0.207, -0.402, 0.174, 0.193, -0.397, 0.178, 0.025, -0.643, 0.211, -0.286, 0.398, -0.605, -0.615, 0.195, -0.210, 0.274, 0.199, 0.207, 0.201, -0.241, 0.212, 0.190, -0.208, -0.457, 0.199, 0.219, -0.605, -0.057, 0.654]}

***

Entry 2
{"formula": "C22H30N4O2", "method": "ωB97M-V/def2-TZVPD", "homo_ev": -7.546, "smiles": "CCCN(CCC)CCNC(=O)c1cn(C)c(=O)c2c1c1ccccc1n2C", "elements": ["C", "C", "C", "C", "H", "C", "C", "H", "H", "H", "H", "N", "H", "N", "C", "H", "C", "H", "O", "C", "C", "H", "H", "H", "H", "H", "H", "H", "C", "C", "H", "C", "H", "N", "C", "C", "H", "H", "C", "C", "H", "H", "C", "H", "H", "H", "C", "H", "C", "H", "C", "H", "H", "O", "H", "H", "N", "C"], "coordinates": [[-1.076, 1.195, -0.636], [-1.199, 3.603, -0.724], [-5.129, -0.714, 0.181], [-2.963, -0.184, -0.252], [-1.969, 4.368, -0.624], [7.065, -1.132, 0.335], [4.598, -0.675, 0.598], [4.772, 0.075, 1.374], [-6.575, 1.427, 1.299], [-0.749, 3.666, -1.715], [2.144, 0.872, -1.096], [3.296, -0.425, 0.009], [-7.216, -1.074, 0.593], [0.474, -1.163, 0.055], [-1.568, -0.067, -0.498], [4.540, -1.647, 1.096], [3.227, 2.036, 0.344], [-0.038, 1.376, -0.872], [-3.831, 3.360, -0.184], [-3.851, -1.283, -0.050], [-0.670, -1.248, -0.664], [1.217, 1.939, 1.144], [6.951, -2.144, 0.717], [7.908, -1.117, -0.352], [3.026, 2.957, -0.208], [1.143, -2.977, -0.622], [7.292, -0.475, 1.172], [-4.719, -4.524, 0.192], [-3.736, 0.980, -0.135], [-6.138, 1.555, 0.306], [5.582, -1.345, -1.208], [2.767, -1.544, -0.758], [-2.742, -3.114, -0.252], [-1.839, 2.319, -0.538], [-6.245, -1.511, 0.419], [3.137, 0.865, -0.638], [-5.769, 2.573, 0.202], [2.479, -1.231, -1.767], [2.244, 1.900, 1.501], [-3.205, 2.307, -0.275], [3.868, 1.022, -1.450], [1.818, -2.467, 0.952], [5.793, -0.678, -0.369], [0.675, -0.342, 0.602], [3.512, -2.338, -0.859], [2.385, 2.708, 2.215], [-6.067, -2.877, 0.423], [5.943, 0.326, -0.770], [1.536, -2.133, -0.051], [-6.909, 1.369, -0.445], [-3.702, -2.670, -0.049], [2.399, 0.953, 2.011], [-6.913, -3.523, 0.604], [-0.935, -2.200, -1.370], [4.242, 2.109, 0.737], [-0.430, 3.762, 0.034], [-5.038, 0.648, 0.125], [-4.812, -3.448, 0.189]], "nbo_charge": [0.037, -0.423, 0.153, 0.015, 0.261, -0.601, -0.205, 0.192, 0.198, 0.203, 0.187, -0.484, 0.216, -0.615, -0.195, 0.194, -0.408, 0.204, -0.658, -0.046, 0.673, 0.190, 0.201, 0.213, 0.206, 0.234, 0.202, 0.212, 0.046, -0.423, 0.197, -0.218, 0.241, -0.387, -0.252, -0.204, 0.266, 0.196, -0.614, 0.616, 0.173, 0.193, -0.423, 0.407, 0.194, 0.215, -0.192, 0.196, -0.229, 0.199, -0.185, 0.216, 0.212, -0.628, 0.198, 0.201, -0.320, -0.243]}

***

It is entry 1 that is most stable; the runner-up trails by 0.319 eV.